A structure of composition C6H7N, computed with ωB97M-V with the def2-TZVPD basis set.

```
14
Properties=species:S:1:pos:R:3:forces:R:3
C 2.2507 -0.0257 0.3844 -0.4 -2.0 1.1
C 0.1539 1.3620 -0.0293 -1.5 -2.7 -1.6
C 1.4696 -1.1234 0.1753 2.9 -1.9 -0.2
C -0.4934 0.1428 -0.2891 0.0 2.6 0.3
C 1.3842 0.7235 -0.5632 2.4 3.0 0.5
C -1.9344 -0.2967 -0.1299 0.6 -2.1 1.7
N 0.7324 -0.4990 -0.8467 -4.2 -1.1 -0.7
H 3.1090 0.1552 0.9945 0.3 0.3 0.1
H -0.0699 2.4129 -0.1022 -0.4 0.0 0.8
H 1.5219 -2.2728 0.2566 -0.2 2.2 0.5
H 1.8834 1.3156 -1.3302 0.0 -0.5 -0.4
H -2.1243 -1.4064 0.3123 0.8 2.6 -0.9
H -2.4904 -0.2547 -1.0246 -0.3 -0.1 -1.4
H -2.4306 0.4391 0.5039 0.2 -0.2 0.3
```
Forces are in eV/Å.

Calculated values
* gap between HOMO and LUMO: 9.9 eV
* maximum force: 4.4 eV/A
* lowest unoccupied orbital energy: 1.2 eV
* relative energy (zero: lowest compared OMol25 entry of this formula, charge and spin): 4.727 eV

These are the Mulliken partial charges, in e, on atoms 1 to 5:
1 C -0.36
2 C -0.68
3 C -0.34
4 C 0.51
5 C -0.11

=====

An isolated molecule of C6H7N, computed with ωB97M-V with the def2-TZVPD basis set.

```
14
Properties=species:S:1:pos:R:3:forces:R:3
C -2.8484 0.1422 -0.1747 0.0 -1.1 -0.8
C -1.6635 -0.4264 -0.5395 1.6 -1.5 -2.3
C -0.5552 0.0306 0.2230 -0.1 0.3 2.6
C 0.2899 -1.1261 0.6304 0.7 -1.0 0.8
C 1.8999 0.8520 0.1235 1.6 1.5 1.6
C 0.9028 -0.1999 -0.2343 1.3 0.1 -3.1
N -3.8450 0.5717 0.1715 -2.1 1.1 0.7
H -1.5059 -1.2594 -1.3737 -0.7 2.1 2.0
H -0.7524 0.7628 1.1313 0.5 -1.1 -2.4
H 2.9415 0.4538 0.0458 -0.8 0.1 -0.3
H 1.8640 1.1073 1.2262 -0.3 0.0 -1.2
H 1.8700 1.8124 -0.4967 -0.3 -1.5 0.8
H 0.2227 -2.2196 0.5948 -0.3 0.6 -0.1
H 1.1796 -0.5014 -1.3276 -1.1 0.2 1.6
```
Forces are in eV/Å.

Calculated values
* gap between HOMO and LUMO (spin up / spin down): 7.8 / 8.0 eV
* maximum force: 3.4 eV/A
* lowest unoccupied orbital energy (spin up / spin down): -0.6 / -0.8 eV
* relative energy (zero: lowest compared OMol25 entry of this formula, charge and spin): 5.426 eV

These are the Mulliken partial charges, in e, on atoms 1 to 5:
1 C 0.30
2 C -0.62
3 C 0.12
4 C -0.60
5 C -1.27

=====

An isolated molecule of C6H7N, computed with ωB97M-V with the def2-TZVPD basis set.

```
14
Properties=species:S:1:pos:R:3:forces:R:3
C -0.9344 -0.9022 0.0777 0.2 -0.5 -0.4
C -2.0106 0.1664 -0.1762 1.7 0.6 1.8
C -2.2827 -1.0293 0.7758 2.0 2.8 -1.3
C 0.4143 -0.0497 0.2619 1.6 -1.7 -0.5
C -1.0049 1.4986 0.0798 -1.8 1.6 2.0
C 1.7828 -0.8082 0.3165 -1.3 1.4 1.9
N 0.4171 1.2116 0.0652 -2.3 -2.5 0.4
H -0.8033 -1.8344 -0.5267 0.3 0.7 0.5
H -2.6996 0.3300 -0.9871 -0.1 -0.1 -0.2
H -1.3100 2.3475 -0.5071 0.0 -0.1 -1.1
H -1.1015 2.0208 1.0964 -0.6 -1.2 -0.8
H 1.5683 -1.7086 -0.3091 1.3 0.7 0.4
H 2.1214 -1.0482 1.4133 -1.0 0.0 -2.0
H 2.4369 0.0651 0.0431 0.0 -1.7 -0.6
```
Forces are in eV/Å.

Calculated values
* gap between HOMO and LUMO: 8.8 eV
* maximum force: 3.7 eV/A
* lowest unoccupied orbital energy: -0.5 eV
* relative energy (zero: lowest compared OMol25 entry of this formula, charge and spin): 6.650 eV

These are the Mulliken partial charges, in e, on atoms 1 to 5:
1 C -0.11
2 C -0.18
3 C -0.42
4 C 0.64
5 C -0.53

=====

An isolated molecule of C6H7N, computed with ωB97M-V with the def2-TZVPD basis set.

```
14
Properties=species:S:1:pos:R:3:forces:R:3
C -1.4255 -1.0760 -0.1327 0.0 0.7 1.5
C -2.1080 0.1375 -0.0069 1.7 -1.8 -0.4
C 0.7311 0.1697 -0.0046 0.9 -0.1 0.0
C -0.0536 -0.9708 0.0389 1.2 -4.2 -1.8
C -1.2792 1.2072 0.0485 -0.6 2.8 0.2
C 2.3388 0.1645 -0.0387 -1.9 1.2 1.6
N 0.0306 1.2871 -0.0273 1.6 0.6 0.3
H -1.8387 -2.0941 -0.1086 -0.2 0.7 -0.3
H -3.1288 0.2780 0.0675 -1.9 0.1 0.0
H 0.3632 -2.0126 -0.1031 0.4 1.4 0.6
H -1.7018 2.1961 0.1806 -0.4 0.1 -0.2
H 2.7424 0.4187 1.0054 -0.7 -1.4 -1.0
H 2.7223 1.1274 -0.4621 -0.5 -1.3 -0.9
H 2.6072 -0.8328 -0.4567 0.5 1.2 0.3
```
Forces are in eV/Å.

Calculated values
* gap between HOMO and LUMO: 10.4 eV
* maximum force: 4.7 eV/A
* lowest unoccupied orbital energy: 1.0 eV
* SMILES string: Cc1ccccn1
* relative energy (zero: lowest compared OMol25 entry of this formula, charge and spin): 1.259 eV

These are the Mulliken partial charges, in e, on atoms 1 to 5:
1 C -0.34
2 C -0.58
3 C 0.69
4 C -0.30
5 C -0.05

=====

An isolated molecule of C6H7N, computed with ωB97M-V with the def2-TZVPD basis set.

```
14
Properties=species:S:1:pos:R:3:forces:R:3
C -3.3525 -0.0007 0.3004 -0.3 0.7 -0.2
C -1.3020 1.5368 -0.1064 -0.6 1.0 -0.1
C -2.2090 0.5624 -0.0012 5.4 0.4 -0.9
C 0.0149 0.9869 -0.5007 1.2 -0.9 3.3
C -0.2342 -0.4751 -0.6466 -1.1 -0.2 2.1
C 0.4045 -1.5655 0.1786 -1.5 1.0 2.5
N -4.3562 -0.5009 0.4701 -2.9 -1.7 0.7
H -1.4749 2.6578 -0.0998 -0.1 -1.3 0.3
H 0.2696 1.3397 -1.4363 1.2 1.3 -1.9
H 0.8819 1.0169 0.2712 -1.3 1.0 -1.2
H -0.4045 -0.7117 -1.6354 -0.7 -0.9 -2.0
H 1.4743 -1.6189 0.1393 0.8 0.2 -0.6
H -0.0057 -2.5208 -0.1293 0.0 -0.2 0.2
H 0.2487 -1.3966 1.3500 -0.1 -0.4 -2.4
```
Forces are in eV/Å.

Calculated values
* gap between HOMO and LUMO (spin up / spin down): 8.6 / 7.8 eV
* maximum force: 5.5 eV/A
* lowest unoccupied orbital energy (spin up / spin down): 0.0 / -0.6 eV
* relative energy (zero: lowest compared OMol25 entry of this formula, charge and spin): 5.309 eV

These are the Mulliken partial charges, in e, on atoms 1 to 5:
1 C 0.52
2 C -0.41
3 C -0.15
4 C -0.09
5 C -0.43

=====

An isolated molecule of C6H7N, computed with ωB97M-V with the def2-TZVPD basis set.

```
14
Properties=species:S:1:pos:R:3:forces:R:3
C 2.0226 0.6678 -1.6540 2.6 -0.8 -1.9
C 1.1048 -0.2153 -1.1910 -1.0 1.0 -1.1
C -0.6685 -0.2471 0.1573 2.7 -0.1 -0.1
C 0.1467 -1.0504 -1.0765 -2.8 0.3 0.4
C -1.8846 0.7819 0.4060 2.6 -1.0 0.4
C 0.5039 -0.3361 1.2149 -2.4 -2.5 1.5
N 2.9682 1.0267 -2.2770 -2.0 0.2 1.7
H -0.1036 -2.0391 -1.5789 0.2 1.4 0.9
H -1.6376 1.8106 0.8584 0.0 -1.5 -1.1
H -2.3602 0.2228 1.2065 -0.4 0.0 0.2
H -2.5431 0.8006 -0.4304 -0.4 0.3 -0.6
H 0.9746 -1.2981 0.9944 0.2 0.3 0.2
H 0.2430 -0.5162 2.2976 -0.3 1.0 -0.9
H 1.2336 0.3920 1.0725 1.0 1.4 0.3
```
Forces are in eV/Å.

Calculated values
* gap between HOMO and LUMO (spin up / spin down): 7.7 / 8.1 eV
* maximum force: 3.8 eV/A
* lowest unoccupied orbital energy (spin up / spin down): -0.5 / -0.1 eV
* relative energy (zero: lowest compared OMol25 entry of this formula, charge and spin): 6.990 eV

These are the Mulliken partial charges, in e, on atoms 1 to 5:
1 C 0.15
2 C 0.27
3 C 0.32
4 C -0.40
5 C -0.97